# 1
# C3H7NO2

An isolated molecule of C3H7NO2 (ωB97M-V with the def2-TZVPD basis set, the OMol25 dataset).

Atoms and positions in Å:
1 C 1.46 -1.43 -0.32
2 N 0.02 -1.36 -0.15
3 C -0.63 -0.20 0.20
4 O -1.60 -0.15 0.93
5 O -0.06 0.86 -0.41
6 C -0.61 2.15 -0.14
7 H 1.72 -2.39 -0.76
8 H 1.99 -1.33 0.64
9 H 1.81 -0.64 -0.99
10 H -0.39 -2.14 0.33
11 H -1.53 2.07 0.44
12 H -0.81 2.63 -1.10
13 H 0.14 2.73 0.40

The SMILES is CNC(=O)OC. Its HOMO energy is -9.769 eV. The calculation puts the lowest unoccupied orbital energy at 0.91 eV. The calculation puts the relative energy (zero: lowest compared OMol25 entry of this formula, charge and spin) at 15.3 kcal/mol. The value obtained for the frontier orbital gap is 10.68 eV.

Electronic structure analysis, Mulliken charges in units of e: -0.77, -0.22, 0.66, -0.61, -0.33, -0.65, 0.30, 0.27, 0.28, 0.27, 0.34, 0.22, 0.23

***

# 2
# C30H56Br4N6OS

A cluster of 9 separate species, C30H56Br4N6OS in total (ωB97M-V with the def2-TZVPD basis set, the OMol25 dataset).

Atoms and positions in Å:
1 C 0.12 6.56 -1.63
2 C 1.35 5.79 -1.27
3 C 2.10 5.98 0.09
4 C 1.21 5.87 1.19
5 N 0.53 5.80 2.12
6 H 0.46 7.59 -1.80
7 H -0.56 6.64 -0.78
8 H -0.48 6.12 -2.44
9 H 2.13 5.63 -2.01
10 H 1.02 4.76 -1.10
11 H 2.69 6.89 0.14
12 H 2.72 5.08 0.10
13 C -3.50 4.64 1.64
14 C -4.32 3.93 0.53
15 C -5.22 2.79 1.01
16 C -4.58 1.51 1.39
17 N -4.17 0.51 1.68
18 H -2.48 4.28 1.62
19 H -3.86 4.50 2.66
20 H -3.46 5.72 1.51
21 H -3.60 3.59 -0.23
22 H -4.91 4.75 0.12
23 H -5.97 2.64 0.24
24 H -5.64 3.01 1.99
25 C -0.65 -4.53 5.54
26 C 0.18 -5.08 4.36
27 C -0.01 -4.28 3.03
28 C 0.28 -2.86 3.00
29 N 0.46 -1.75 2.95
30 H -0.10 -3.69 5.98
31 H -0.80 -5.25 6.35
32 H -1.67 -4.30 5.26
33 H -0.13 -6.04 3.95
34 H 1.25 -5.18 4.57
35 H -1.08 -4.14 2.88
36 H 0.33 -4.86 2.17
37 C 6.05 3.18 -2.51
38 C 5.42 2.43 -1.40
39 C 4.43 1.22 -1.66
40 C 3.07 1.71 -1.98
41 N 1.96 2.05 -2.23
42 H 7.07 3.32 -2.16
43 H 5.59 4.16 -2.60
44 H 6.17 2.60 -3.43
45 H 5.14 3.15 -0.63
46 H 6.26 1.85 -1.03
47 H 4.39 0.59 -0.77
48 H 4.59 0.52 -2.49
49 C -0.06 -0.81 -0.95
50 C -0.73 0.08 0.17
51 C -1.00 1.53 -0.18
52 C -1.89 1.66 -1.37
53 N -2.62 1.80 -2.22
54 H -0.39 -0.58 -1.96
55 H -0.20 -1.88 -0.83
56 H 0.97 -0.49 -1.12
57 H -0.08 0.14 1.04
58 H -1.65 -0.42 0.46
59 H -0.18 2.14 -0.56
60 H -1.54 2.10 0.57
61 C -0.14 -4.84 -0.93
62 C 0.58 -6.24 -0.76
63 C -0.34 -7.37 -0.39
64 C -1.19 -7.07 0.87
65 N -1.85 -6.87 1.82
66 H -0.62 -4.61 0.02
67 H -0.89 -4.92 -1.71
68 H 0.58 -4.05 -1.14
69 H 1.46 -6.15 -0.12
70 H 0.84 -6.47 -1.80
71 H 0.27 -8.23 -0.12
72 H -1.06 -7.62 -1.16
73 C 2.63 0.00 -5.90
74 S 1.70 -1.52 -6.41
75 O 2.63 -2.71 -6.46
76 C 0.76 -1.69 -4.82
77 H 3.43 -0.33 -5.24
78 H 1.99 0.74 -5.42
79 H 3.23 0.38 -6.73
80 H 0.05 -0.89 -4.61
81 H 1.53 -1.69 -4.04
82 H 0.22 -2.63 -4.73
83 Br -4.85 -3.70 2.83
84 C -4.84 -3.47 0.89
85 C -3.42 -3.14 0.36
86 Br -3.23 -3.00 -1.65
87 H -5.62 -2.75 0.63
88 H -5.15 -4.41 0.42
89 H -2.61 -3.78 0.71
90 H -3.37 -2.11 0.70
91 Br -0.99 2.33 5.03
92 C 0.50 1.55 3.87
93 C 1.31 2.62 3.18
94 Br 2.56 1.71 1.85
95 H -0.03 1.02 3.08
96 H 1.01 0.72 4.34
97 H 1.90 3.22 3.87
98 H 0.62 3.36 2.78

Its HOMO energy (alpha / beta) is -11.405 / -11.405 eV. The calculation puts the lowest unoccupied orbital energy (alpha / beta) at -3.75 / -8.61 eV. As for the spin multiplicity: 2. The value obtained for the frontier orbital gap (alpha / beta) is 7.65 / 2.80 eV. As for the charge: +1.

Electronic structure analysis, Mulliken charges in units of e: -1.18, 0.06, 0.08, 0.22, -0.53, 0.35, 0.26, 0.36, 0.35, -0.24, 0.39, -0.07, -0.87, -0.33, -0.57, 0.25, -0.37, 0.07, 0.33, 0.32, 0.17, 0.37, 0.32, 0.31, -1.12, -0.60, 0.18, 0.21, -0.34, 0.31, 0.39, 0.27, 0.32, 0.37, -0.03, 0.01, -1.17, -0.43, -0.30, 0.16, -0.45, 0.37, 0.27, 0.31, 0.34, 0.31, 0.27, 0.35, -0.60, 1.45, 0.72, -0.16, -0.61, 0.16, -0.09, 0.28, -0.57, -0.57, -0.17, 0.12, -0.42, -0.67, -0.50, 0.27, -0.46, -0.34, 0.38, 0.29, 0.34, 0.41, 0.35, 0.32, -0.80, 0.67, -0.25, -0.91, 0.29, 0.38, 0.41, 0.42, 0.31, 0.49, -0.16, -0.60, 0.16, -0.19, 0.40, 0.43, -0.09, 0.07, -0.18, -0.37, -0.21, -0.20, -0.06, 0.50, 0.46, 0.04

***

# 3
# C38H49GeMnN3

A structure of composition C38H49GeMnN3 (ωB97M-V with the def2-TZVPD basis set, the OMol25 dataset).

Atoms and positions in Å:
1 Mn 0.41 0.78 -0.12
2 C -1.18 4.68 3.97
3 C -0.83 3.19 4.01
4 C -1.81 2.31 3.27
5 C -3.03 2.05 3.89
6 C -3.94 1.16 3.36
7 C -3.63 0.48 2.19
8 C -2.43 0.73 1.53
9 C -2.17 -0.12 0.31
10 C -3.03 0.21 -0.90
11 C -1.55 1.69 2.04
12 N -0.33 1.91 1.32
13 C 0.38 3.02 1.36
14 C 1.61 3.02 0.69
15 C 2.66 3.92 0.56
16 C 3.62 3.31 -0.25
17 C 3.13 2.05 -0.61
18 N 1.93 1.87 -0.02
19 H -0.45 5.28 4.51
20 H -2.16 4.86 4.43
21 H -1.25 5.07 2.95
22 H -0.84 2.87 5.05
23 H 0.19 3.03 3.67
24 H -3.24 2.53 4.84
25 H -4.88 0.97 3.87
26 H -4.31 -0.26 1.80
27 H -2.28 -1.17 0.57
28 H -1.11 -0.11 -0.01
29 H -4.07 0.01 -0.64
30 H -2.76 -0.41 -1.76
31 H -2.93 1.25 -1.17
32 H 0.04 3.92 1.85
33 H 2.72 4.90 1.01
34 H 4.57 3.71 -0.56
35 H 3.56 1.30 -1.25
36 C -1.54 -3.50 4.43
37 C -0.48 -2.56 4.99
38 C 0.55 -2.12 3.94
39 C -0.09 -1.22 2.88
40 Ge 1.37 -0.70 1.71
41 C 2.27 -2.24 0.97
42 C 1.32 -3.27 0.36
43 C 2.05 -4.37 -0.42
44 C 1.09 -5.30 -1.15
45 H -2.19 -3.87 5.23
46 H -1.08 -4.37 3.95
47 H -2.18 -3.01 3.70
48 H 0.06 -3.05 5.81
49 H -0.95 -1.67 5.42
50 H 0.98 -3.02 3.48
51 H 1.37 -1.60 4.44
52 H -0.54 -0.33 3.34
53 H -0.87 -1.73 2.33
54 H 2.36 0.16 2.52
55 H 2.83 -2.66 1.82
56 H 3.00 -1.90 0.24
57 H 0.62 -2.78 -0.32
58 H 0.72 -3.74 1.15
59 H 2.68 -4.94 0.27
60 H 2.72 -3.89 -1.14
61 H 0.42 -5.81 -0.44
62 H 1.62 -6.07 -1.70
63 H 0.47 -4.75 -1.86
64 C -2.39 2.77 -4.21
65 C -1.29 3.51 -3.43
66 C -0.16 3.93 -4.38
67 C -1.88 4.75 -2.74
68 C -0.75 2.60 -2.39
69 C -0.29 1.85 -1.56
70 H -2.78 3.43 -4.99
71 H -3.22 2.49 -3.56
72 H -1.99 1.87 -4.68
73 H -0.55 4.61 -5.14
74 H 0.26 3.06 -4.88
75 H 0.64 4.43 -3.83
76 H -2.33 5.41 -3.49
77 H -1.10 5.31 -2.21
78 H -2.66 4.47 -2.03
79 N 3.41 -5.87 -6.84
80 C 3.07 -5.08 -6.07
81 C 2.64 -4.09 -5.09
82 C 3.60 -3.33 -4.42
83 C 3.19 -2.39 -3.49
84 C 1.83 -2.21 -3.23
85 C 0.88 -2.97 -3.91
86 C 1.29 -3.91 -4.84
87 C 1.41 -1.25 -2.24
88 C 1.03 -0.44 -1.42
89 H 4.65 -3.48 -4.63
90 H 3.93 -1.80 -2.96
91 H -0.17 -2.83 -3.70
92 H 0.56 -4.51 -5.37

Its HOMO energy (alpha / beta) is -11.056 / -11.095 eV. The calculation puts the lowest unoccupied orbital energy (alpha / beta) at -4.68 / -5.81 eV. The calculation puts the relative energy (zero: lowest compared OMol25 entry of this formula, charge and spin) at 74.1 kcal/mol. As for the spin multiplicity: 5. The value obtained for the frontier orbital gap (alpha / beta) is 6.38 / 5.29 eV. As for the charge: +1.

Electronic structure analysis, Mulliken charges in units of e: -1.26, -1.35, -1.50, 1.41, -0.63, -1.27, -0.75, 1.19, 1.23, -1.75, -0.71, 0.56, 0.01, -0.07, -0.91, -1.05, -0.53, 1.05, 0.39, 0.40, 0.33, 0.59, 0.60, 0.46, 0.43, 0.50, 0.50, -0.71, 0.48, 0.43, 0.30, 0.26, 0.57, 0.47, 0.57, -1.05, -0.65, -0.96, -0.33, 0.51, -1.12, -0.17, -0.46, -1.35, 0.39, 0.27, 0.20, 0.40, 0.29, 0.31, 0.44, 0.38, 0.19, -0.10, 0.57, 0.54, -0.01, 0.40, 0.48, 0.22, 0.41, 0.38, 0.21, -1.57, 1.53, -1.63, -1.63, -0.39, 0.40, 0.44, 0.33, 0.34, 0.43, 0.34, 0.36, 0.44, 0.35, 0.32, -0.45, -0.15, 0.56, -0.80, -0.32, 0.37, -0.38, -0.74, 0.42, -0.21, 0.48, 0.48, 0.57, 0.46

***

# 4
# C5H11NO2

A cluster of 2 separate species, C5H11NO2 in total (ωB97M-V with the def2-TZVPD basis set, the OMol25 dataset).

Atoms and positions in Å:
1 C -1.91 -0.41 -0.01
2 N -0.59 0.13 -0.31
3 C -0.44 1.42 -1.04
4 O 0.69 1.92 -1.18
5 C 0.43 -0.58 0.26
6 C -0.21 -1.54 1.31
7 C -1.66 -1.72 0.78
8 H -2.43 0.41 0.51
9 H -2.54 -0.68 -0.90
10 H -1.34 1.94 -1.44
11 H 0.96 -1.21 -0.49
12 H 1.14 0.08 0.82
13 H 0.30 -2.50 1.32
14 H -0.08 -1.05 2.26
15 H -2.42 -1.76 1.59
16 H -1.72 -2.67 0.24
17 H 3.79 1.10 0.02
18 H 2.35 1.31 -0.49
19 O 2.92 0.71 0.04

The SMILES is O=CN1CCCC1.O. Its HOMO energy is -8.828 eV. The calculation puts the lowest unoccupied orbital energy at 0.88 eV. The calculation puts the relative energy (zero: lowest compared OMol25 entry of this formula, charge and spin) at 33.8 kcal/mol. The value obtained for the frontier orbital gap is 9.71 eV.

Electronic structure analysis, Mulliken charges in units of e: -0.65, 0.19, -0.02, -0.65, -0.59, -0.64, -0.51, 0.36, 0.26, 0.36, 0.21, 0.38, 0.33, 0.32, 0.28, 0.32, 0.30, 0.40, -0.65

***

# 5
# C19H27N5O4S

An isolated molecule of C19H27N5O4S (ωB97M-V with the def2-TZVPD basis set, the OMol25 dataset).

Atoms and positions in Å:
1 C -4.56 2.52 -5.09
2 C -5.23 1.15 -4.95
3 C -5.58 0.83 -3.53
4 C -6.84 0.76 -2.93
5 N -6.82 0.46 -1.63
6 N -5.51 0.33 -1.36
7 C -4.99 0.03 -0.17
8 C -3.63 -0.05 -0.08
9 C -2.85 0.17 -1.24
10 C -1.35 0.04 -1.21
11 O -0.78 -0.63 -2.04
12 N -0.69 0.65 -0.19
13 C -1.22 1.77 0.56
14 C 0.72 0.39 0.05
15 C 1.64 1.27 -0.79
16 C 1.08 -1.10 -0.06
17 N 2.33 -1.38 0.61
18 C 2.46 -1.41 1.95
19 O 1.51 -1.23 2.70
20 C 3.86 -1.69 2.49
21 C 4.38 -3.03 1.97
22 C 3.92 -1.62 4.02
23 C 5.31 -1.14 4.44
24 C 5.58 0.11 3.62
25 S 5.01 -0.33 1.95
26 O 6.11 -0.92 1.21
27 O 4.28 0.78 1.38
28 N -3.37 0.46 -2.41
29 C -4.70 0.54 -2.48
30 H -4.32 2.74 -6.13
31 H -5.22 3.31 -4.72
32 H -3.64 2.56 -4.51
33 H -6.13 1.12 -5.57
34 H -4.56 0.38 -5.35
35 H -7.78 0.92 -3.43
36 H -5.68 -0.13 0.65
37 H -3.15 -0.31 0.86
38 H -2.23 2.04 0.26
39 H -1.24 1.54 1.63
40 H -0.60 2.66 0.42
41 H 0.89 0.64 1.10
42 H 2.68 0.99 -0.64
43 H 1.41 1.16 -1.85
44 H 1.55 2.32 -0.51
45 H 0.29 -1.71 0.38
46 H 1.17 -1.40 -1.10
47 H 3.15 -1.48 0.04
48 H 3.75 -3.84 2.33
49 H 4.43 -3.07 0.89
50 H 5.39 -3.22 2.34
51 H 3.17 -0.93 4.40
52 H 3.68 -2.59 4.45
53 H 5.34 -0.93 5.51
54 H 6.06 -1.90 4.24
55 H 4.92 0.92 3.94
56 H 6.60 0.48 3.56

The SMILES is CCc1cnn2ccc(C(=O)N(C)[C@H](C)CNC(=O)[C@]3(C)CCCS3(=O)=O)nc12. Its HOMO energy is -8.288 eV. The calculation puts the lowest unoccupied orbital energy at 0.16 eV. The calculation puts the relative energy (zero: lowest compared OMol25 entry of this formula, charge and spin) at 60.6 kcal/mol. The value obtained for the frontier orbital gap is 8.45 eV.

Electronic structure analysis, Mulliken charges in units of e: -1.09, -0.60, 0.25, -0.66, -1.62, 0.95, -0.10, -0.87, 0.29, 1.02, -0.62, 0.25, -1.09, 0.18, -1.33, -1.61, 0.16, -0.37, -0.71, 1.38, -1.63, -1.02, -0.68, -0.76, 1.21, -0.65, -0.62, -0.53, 0.50, 0.34, 0.33, 0.29, 0.34, 0.29, 0.48, 0.48, 0.47, 0.53, 0.30, 0.27, 0.46, 0.38, 0.36, 0.29, 0.35, 0.51, 0.35, 0.42, 0.36, 0.44, 0.40, 0.40, 0.43, 0.28, 0.36, 0.47

***

# 6
# C7H31NO10

A cluster of 11 separate species, C7H31NO10 in total (ωB97M-V with the def2-TZVPD basis set, the OMol25 dataset).

Atoms and positions in Å:
1 C 1.91 -2.81 1.65
2 C 1.56 -1.58 2.04
3 N 0.72 -0.80 1.24
4 C 0.54 0.52 1.91
5 C -2.74 3.15 0.05
6 C -2.87 1.93 0.54
7 C -1.81 1.05 1.08
8 C -0.53 1.37 1.25
9 H 1.89 -3.10 0.60
10 H 2.37 -3.61 2.22
11 H 1.96 -1.31 3.01
12 H 0.86 -0.71 0.25
13 H 0.26 0.42 2.95
14 H 1.49 1.07 1.89
15 H -1.72 3.51 -0.14
16 H -3.45 3.95 -0.08
17 H -3.79 1.39 0.79
18 H -2.13 0.08 1.44
19 H -0.16 2.31 0.84
20 H -0.41 1.25 4.99
21 H 0.03 2.09 3.77
22 O -0.50 2.11 4.57
23 H 1.11 1.27 -2.32
24 H 1.61 0.12 -1.41
25 O 1.48 1.06 -1.46
26 H 2.16 4.84 -1.07
27 H 1.07 4.25 -1.81
28 O 1.92 4.67 -1.99
29 H -1.01 -3.76 2.01
30 H 0.06 -3.12 2.85
31 O -0.60 -3.83 2.87
32 H 1.00 -1.18 -5.15
33 H 0.15 -2.18 -4.26
34 O 1.03 -1.77 -4.40
35 H 4.34 1.26 0.61
36 H 5.18 0.26 1.33
37 O 4.26 0.46 1.14
38 H -2.14 -0.93 -1.66
39 H -2.80 -0.29 -2.91
40 O -2.93 -0.49 -1.99
41 H -0.38 -3.91 -3.35
42 H -1.10 -2.79 -2.96
43 O -1.05 -3.34 -3.76
44 H -0.80 1.13 -1.23
45 H -1.92 1.93 -1.82
46 O -1.18 1.37 -2.09
47 H -0.85 -3.23 -0.50
48 H -0.87 -1.63 -0.61
49 O -1.23 -2.46 -0.92

The SMILES is C=C/C=C/CNC=C.O.O.O.O.O.O.O.O.O.O. Its HOMO energy is -8.946 eV. The calculation puts the lowest unoccupied orbital energy at -0.02 eV. The calculation puts the relative energy (zero: lowest compared OMol25 entry of this formula, charge and spin) at 80.1 kcal/mol. The value obtained for the frontier orbital gap is 8.92 eV.

Electronic structure analysis, Mulliken charges in units of e: -0.72, -0.45, 0.39, -1.24, -0.88, -0.21, -0.12, 0.26, 0.19, 0.28, 0.22, -0.08, 0.49, 0.45, 0.10, 0.30, 0.29, 0.33, 0.13, 0.32, 0.42, -0.62, 0.31, 0.28, -0.59, 0.31, 0.30, -0.62, 0.28, 0.43, -0.64, 0.30, 0.41, -0.67, 0.31, 0.27, -0.57, 0.26, 0.29, -0.57, 0.34, 0.37, -0.71, 0.27, 0.41, -0.64, 0.25, 0.47, -0.74

***

# 7
# C10H17N4O

The ion C10H17N4O with charge +1 (ωB97M-V with the def2-TZVPD basis set, the OMol25 dataset).

Atoms and positions in Å:
1 C -3.23 0.96 0.58
2 C -4.96 0.01 -0.18
3 C -2.73 -0.09 -0.24
4 C -1.41 -0.12 -0.71
5 C 0.98 0.48 -0.29
6 C 1.66 -0.83 0.28
7 C 1.26 0.68 -1.74
8 C 1.45 1.73 0.52
9 C 1.41 -1.06 1.77
10 C 3.17 -0.75 -0.02
11 N -4.54 0.91 0.65
12 N -3.88 -0.67 -0.74
13 N -0.42 0.50 -0.10
14 N 1.15 -1.93 -0.57
15 O 0.76 -2.96 0.04
16 H -2.63 1.68 1.14
17 H -5.98 -0.42 -0.13
18 H -1.11 -0.64 -1.57
19 H 1.35 -0.22 -2.19
20 H 2.26 1.09 -1.91
21 H 0.53 1.36 -2.11
22 H 1.41 1.64 1.57
23 H 0.98 2.54 0.15
24 H 2.51 1.87 0.30
25 H 1.70 -2.04 2.08
26 H 0.33 -0.86 1.82
27 H 1.91 -0.38 2.52
28 H 3.79 0.10 0.32
29 H 3.36 -0.98 -1.07
30 H 3.50 -1.44 0.79
31 H -3.82 -1.20 -1.60
32 H -0.78 1.06 0.63

The SMILES is CC(C)(N=O)C(C)(C)/[NH+]=C/c1cnc[nH]1. Its HOMO energy is -12.860 eV. The calculation puts the lowest unoccupied orbital energy at -4.99 eV. The calculation puts the relative energy (zero: lowest compared OMol25 entry of this formula, charge and spin) at 68.8 kcal/mol. The value obtained for the frontier orbital gap is 7.87 eV. As for the charge: +1.

Electronic structure analysis, Mulliken charges in units of e: -0.09, -0.21, -0.27, 0.37, 0.99, 1.26, -2.07, -2.36, -1.53, -1.58, -0.51, -0.15, 0.21, 0.09, -0.38, 0.46, 0.35, 0.48, 0.60, 0.42, 0.49, 0.50, 0.67, 0.50, 0.49, 0.38, 0.33, 0.31, 0.44, 0.42, 0.25, 0.13

***

no.,total energy (Eh)
1,-323.75655
2,-12274.20691
3,-4869.13166
4,-402.32423
5,-1713.15124
6,-1092.31955
7,-685.12914